(1)
DFT (ωB97M-V/def2-TZVPD) results for a cluster of 9 separate species, C50H120N8O11 in total at a distorted geometry.

Structure (XYZ):
```
189
Properties=species:S:1:pos:R:3:mulliken_charge:R:1
O 0.31 17.64 11.39 -0.51
O 11.81 19.16 2.88 -0.83
O 6.17 31.11 5.64 -0.37
O 7.82 15.31 -0.11 -0.49
O 15.55 12.14 2.44 -0.50
O 8.62 22.13 6.34 -0.80
O 17.88 27.66 5.16 -0.35
O 7.90 26.16 11.59 -0.50
O 12.15 22.13 3.33 -0.78
O 5.91 13.38 8.86 -0.49
O 8.55 19.23 6.15 -0.76
N 5.39 29.64 3.02 -0.25
N 15.70 27.24 3.51 -0.34
N 4.72 10.89 10.59 -0.07
N 18.23 14.13 0.51 -0.08
N 8.81 26.28 14.51 -0.05
N 5.07 14.35 0.44 -0.14
N 14.95 16.24 9.63 0.46
N 0.83 19.55 9.09 0.04
C 0.58 20.63 7.92 -0.96
C 13.00 14.36 9.21 -0.24
C 9.58 26.91 15.76 -0.82
C 15.85 17.95 8.13 -0.61
C 8.94 24.75 14.45 -1.02
C 7.27 26.68 14.54 -0.81
C 15.72 28.18 4.74 0.47
C 19.45 14.87 1.06 -0.79
C 18.81 13.09 -0.44 -1.02
C 15.24 15.74 11.06 -1.06
C -0.72 18.32 10.68 -0.73
C 11.24 21.43 3.91 0.38
C 4.56 10.63 9.07 -0.87
C 16.89 12.52 12.89 -1.18
C 1.12 18.28 8.31 -1.01
C 10.22 19.24 4.50 -0.54
C 6.40 28.05 4.57 -1.45
C 5.82 13.37 10.33 -0.59
C 5.20 30.10 5.54 -0.74
C -0.36 19.68 9.98 -0.30
C 12.54 13.39 8.08 -1.26
C 7.69 14.03 0.28 -0.48
C 17.38 15.07 -0.35 -0.88
C 16.07 12.61 1.25 -0.56
C 9.27 26.10 11.93 -0.55
C 14.05 17.52 9.66 -0.63
C 4.85 15.62 -0.41 -0.85
C 16.22 16.77 9.02 -0.84
C 9.41 21.50 5.61 0.39
C 3.76 13.54 0.35 -0.91
C 17.48 13.30 1.64 -0.54
C 11.16 19.90 3.74 0.38
C 5.12 14.79 1.92 -0.94
C 9.36 26.91 13.22 -0.60
C 14.82 18.68 9.01 -0.67
C 15.99 13.76 12.70 -0.61
C 9.30 19.92 5.45 0.46
C 3.60 10.14 11.39 -0.80
C 16.59 27.64 5.85 -0.78
C 2.11 20.03 9.86 -0.94
C 16.07 14.49 11.26 -0.41
C 18.79 26.78 5.72 -0.79
C 6.32 13.52 -0.10 -0.51
C 6.41 31.60 6.93 -0.83
C 5.36 29.06 4.39 0.29
C 14.34 15.07 8.70 -1.29
C 4.67 12.42 10.87 -0.57
C 6.10 10.17 11.03 -0.97
C 10.44 22.12 4.79 -0.66
C 14.35 28.56 5.16 -1.49
H 1.65 17.46 8.79 0.29
H 8.64 24.36 15.42 0.38
H 9.25 27.95 15.72 0.40
H 7.04 10.51 10.60 0.37
H 13.07 17.35 9.21 0.32
H -1.68 18.37 11.19 0.43
H 16.05 11.86 0.47 0.45
H 15.21 14.43 8.54 0.51
H 2.69 10.75 11.32 0.35
H 4.75 12.61 11.94 0.37
H 16.25 29.07 4.42 0.24
H 6.12 27.54 5.48 0.35
H 19.90 15.52 0.31 0.37
H 16.58 27.01 3.07 0.36
H 0.06 16.75 11.65 0.32
H 14.26 19.27 8.29 0.40
H 20.22 14.15 1.36 0.41
H 14.95 13.60 12.98 0.40
H 5.93 15.51 1.98 0.42
H 14.28 15.59 11.54 0.44
H 18.23 12.68 2.14 0.47
H 16.73 18.53 7.88 0.40
H 7.13 27.75 14.62 0.39
H 6.33 9.95 12.08 0.39
H 14.14 15.50 7.72 0.64
H 6.12 12.47 0.09 0.38
H 9.98 24.45 14.31 0.39
H 1.92 21.03 10.23 0.39
H 13.62 17.78 10.62 0.46
H 8.36 13.50 -0.39 0.36
H 1.87 18.59 7.59 0.48
H 16.42 14.56 -0.43 0.33
H 6.08 9.17 10.61 0.44
H 17.10 14.69 10.99 0.38
H 3.96 16.17 -0.10 0.38
H 17.85 12.98 13.13 0.32
H 5.46 11.05 8.64 0.41
H 16.33 26.72 6.37 0.45
H 17.85 15.29 -1.31 0.36
H 13.80 27.64 5.33 0.42
H 0.35 21.61 8.35 0.37
H 14.15 29.12 6.08 0.38
H 19.43 12.51 0.25 0.45
H 10.59 23.17 4.95 0.37
H 3.57 13.36 -0.71 0.38
H 3.98 12.63 0.91 0.44
H 19.28 13.58 -1.29 0.41
H 5.24 29.65 6.54 0.49
H 18.90 26.97 6.79 0.33
H 15.71 13.80 10.49 0.23
H 5.56 31.71 7.62 0.36
H 2.27 19.34 10.69 0.34
H 3.46 9.18 10.90 0.39
H 16.59 11.90 13.74 0.35
H 16.41 14.38 13.49 0.30
H 10.15 18.17 4.40 0.41
H -0.31 20.33 10.86 0.26
H 1.54 20.75 7.43 0.42
H 16.92 11.83 12.04 0.33
H 5.30 13.91 2.54 0.40
H 6.28 30.04 2.76 0.35
H 6.73 13.10 10.86 0.30
H 17.14 15.94 0.27 0.41
H 17.26 14.13 2.30 0.36
H -0.84 17.59 9.88 0.39
H 4.75 30.42 3.08 0.35
H 3.68 11.24 8.83 0.36
H 4.88 15.21 -1.42 0.43
H 3.66 12.66 10.55 0.46
H 6.02 14.31 8.65 0.32
H 16.73 28.47 6.54 0.41
H 7.94 13.90 1.34 0.38
H 8.90 27.90 13.20 0.48
H 6.29 13.58 -1.19 0.36
H 8.56 15.73 0.33 0.34
H 2.99 14.20 0.75 0.38
H 4.99 29.07 2.29 0.36
H 10.65 26.91 15.59 0.36
H 3.00 20.02 9.22 0.43
H 4.21 30.56 5.52 0.40
H 16.94 17.07 9.78 0.47
H -1.18 19.99 9.34 0.38
H 19.75 26.93 5.22 0.28
H 6.32 27.29 3.79 0.45
H 11.47 13.20 8.22 0.35
H 6.80 26.34 13.62 0.33
H 7.04 30.85 7.41 0.34
H 15.70 16.59 11.58 0.64
H 9.55 25.05 12.00 0.38
H 16.65 15.89 8.55 0.38
H 15.43 17.48 7.23 0.32
H 13.72 29.07 4.43 0.37
H 4.43 9.57 8.85 0.39
H 5.62 16.38 -0.32 0.33
H 18.03 12.63 -1.04 0.40
H 15.29 27.56 2.64 0.37
H -0.28 20.26 7.36 0.47
H 15.13 19.43 9.74 0.32
H 5.67 14.41 10.64 0.45
H 15.40 13.41 0.95 0.29
H 7.39 28.49 4.62 0.36
H 6.84 26.07 15.34 0.38
H 14.80 11.60 2.19 0.34
H 13.05 12.43 8.03 0.35
H 10.37 27.24 13.47 0.42
H 12.28 15.17 9.33 0.35
H 12.60 13.89 7.11 0.36
H 7.85 25.70 10.75 0.31
H 15.28 26.33 3.64 0.37
H 4.21 15.25 2.31 0.36
H 3.92 9.98 12.42 0.36
H 9.86 26.64 11.18 0.38
H 4.42 28.54 4.20 0.26
H 0.23 18.08 7.71 0.45
H 6.84 32.59 7.06 0.29
H 18.64 25.71 5.60 0.33
H 8.27 24.41 13.66 0.41
H 9.38 26.48 16.74 0.34
H 13.14 14.02 10.23 0.32
H 19.28 15.30 2.05 0.34
```

Its total energy is -3240.18646 hartree. Its spin multiplicity is 1. Its net charge is +6. The molar mass comes out at 1009.6 g mol⁻¹. For the orbital gap, the calculation gives 2.694 eV.

***

(2)
DFT (ωB97M-V/def2-TZVPD) results for a structure of composition C50H136BF6N13O16PbS2 at a distorted geometry.

Structure (XYZ):
```
225
Properties=species:S:1:pos:R:3:mulliken_charge:R:1
Pb -2.74 2.05 0.71 1.57
S -0.63 -1.19 1.34 0.01
S -0.20 0.22 -0.78 0.82
F -1.70 -0.46 3.65 -0.21
F 0.42 0.05 3.47 0.09
F 2.37 -0.36 -0.78 0.06
F 1.84 1.05 0.77 0.02
F 1.98 1.69 -1.29 0.04
F -0.28 -2.00 3.82 -0.07
O -1.70 -2.14 1.18 -0.49
O 6.09 0.61 -6.68 -0.35
O 0.73 -1.62 1.06 -0.52
O 4.06 -3.11 -3.86 -0.49
O -3.88 4.05 2.40 0.26
O -0.74 1.35 -1.49 -0.42
O -2.97 -2.45 7.00 -0.34
O 0.73 4.29 2.49 -0.20
O -3.84 2.85 -6.65 -0.36
O 3.54 -0.80 4.91 0.14
O -3.85 0.03 -0.61 0.23
O -0.21 -1.03 -1.50 0.21
O 1.80 1.16 -7.21 -0.17
O 4.99 3.32 4.17 -0.20
O -4.65 -6.00 5.22 -0.28
O -1.77 -4.93 -6.47 -0.42
N -5.11 0.83 1.63 -0.64
N -0.97 -2.27 9.13 -0.82
N 5.28 3.96 1.54 -0.78
N 1.96 -6.17 -4.03 -0.49
N -1.61 2.55 3.11 1.95
N -1.11 -5.77 -3.75 -0.74
N -1.16 4.17 0.26 -0.14
N -0.80 0.21 -4.77 -0.41
N -2.48 2.79 -4.20 0.50
N -0.93 0.25 0.76 0.38
N 3.73 0.78 8.24 -0.85
N 6.59 1.62 -4.09 -0.77
N -2.42 -7.08 2.52 -0.74
C -4.82 -0.62 1.50 1.70
C 1.55 4.75 3.56 -0.77
C -0.96 4.57 -4.83 -1.26
C -1.74 3.47 5.39 -1.68
C 4.72 2.64 1.93 2.19
C -0.49 -0.86 3.18 -0.38
C 1.62 0.70 -0.50 -0.96
C 5.22 2.20 3.32 -0.55
C -1.65 -4.58 -7.83 -0.71
C 4.35 1.19 -3.42 -1.08
C -2.34 3.96 -5.06 0.44
C 0.56 0.44 -5.29 2.03
C -4.91 3.73 -6.86 -0.77
C 5.99 1.04 -8.03 -0.64
C -3.16 4.40 3.56 -1.30
C 1.39 -0.77 -4.86 -1.36
C -2.46 -1.22 7.44 -0.57
C -1.60 -4.43 -4.11 0.41
C -1.01 -1.40 7.95 0.50
C 5.62 3.29 5.42 -0.77
C 1.03 4.96 1.26 -1.48
C 3.73 -2.47 -2.64 -0.51
C -1.02 -3.47 -3.10 -0.24
C -2.49 3.13 4.10 0.65
C 0.72 4.74 -1.18 -1.56
C 0.56 0.57 -6.80 -0.66
C 5.02 1.60 0.86 -1.95
C -5.98 -5.56 5.32 -0.67
C 2.12 1.18 6.45 -0.67
C -1.24 -4.03 -5.54 -0.22
C 3.09 0.14 7.06 0.97
C -3.76 -0.14 -2.04 -0.63
C 4.16 -0.30 6.07 0.04
C -2.23 -4.93 3.68 -0.68
C 2.85 -5.21 -3.37 0.73
C -5.93 -1.46 2.13 -1.82
C -4.95 4.91 2.08 -1.06
C -4.30 -6.39 3.91 -0.80
C 0.33 4.16 0.16 2.67
C 3.95 -2.10 4.58 -0.93
C 5.41 0.81 -4.46 0.55
C -2.79 -6.34 3.74 0.41
C 3.16 -4.09 -4.34 -0.09
C -0.07 -2.03 6.93 -0.73
C 1.80 1.49 -8.57 -0.92
C -4.70 -0.94 0.01 -1.14
C 4.08 -5.93 -2.81 -1.69
C -2.61 3.53 -6.51 -0.33
C -4.13 -2.36 6.22 -0.47
C 4.95 1.02 -5.91 -0.58
B -4.01 3.24 -1.29 1.94
H 1.33 4.27 4.51 0.14
H -1.52 4.38 -0.67 0.02
H 6.30 2.01 3.24 0.33
H 0.53 5.81 -1.27 0.49
H 1.32 1.45 7.14 0.50
H -5.27 4.36 -6.03 0.28
H -3.14 4.70 -4.89 0.35
H 2.39 -0.80 -5.30 0.28
H 3.59 -4.40 -5.29 0.47
H -6.20 -5.32 6.36 0.25
H 3.64 2.80 1.98 -1.05
H -3.30 -1.11 -2.18 0.33
H 0.32 -1.25 6.26 -0.35
H -6.05 -1.22 3.18 0.44
H -2.46 3.72 6.18 0.52
H 2.49 -6.52 -4.83 0.26
H 3.78 -6.81 -2.22 0.49
H -3.87 4.78 4.30 0.55
H -6.88 -1.32 1.61 0.44
H -1.18 1.71 3.44 -0.70
H -3.40 2.34 -4.19 0.38
H -0.69 -0.37 8.14 0.30
H -5.68 -0.99 -0.48 0.47
H 0.12 4.24 -1.95 0.07
H -1.29 1.10 -4.72 0.15
H 0.65 5.99 1.32 0.42
H -0.69 -0.20 -3.86 -0.26
H -2.41 4.29 -7.27 0.57
H -2.33 -6.92 4.55 0.29
H 3.41 -2.42 3.69 0.17
H 0.07 -3.38 -3.12 -0.33
H 1.10 2.29 -8.81 0.31
H 3.00 1.02 8.90 0.31
H -4.21 -1.90 -0.20 0.42
H -0.11 -5.69 -4.00 0.19
H -4.75 0.01 -2.48 0.36
H -1.37 -2.43 -3.20 -0.23
H 3.94 -3.15 -1.81 0.37
H -0.60 -4.67 -8.12 0.29
H 4.78 1.25 3.62 0.00
H 2.61 4.64 3.32 0.17
H -5.66 -2.52 2.08 0.35
H 2.82 1.76 -8.84 0.21
H -5.60 0.97 2.51 0.28
H 5.29 4.42 2.45 0.37
H 5.71 -0.23 -4.36 0.27
H -2.53 3.07 -3.22 -1.09
H -3.02 -6.80 1.76 0.25
H -4.79 4.34 -7.76 0.34
H -1.36 -3.16 8.81 0.32
H -4.89 -1.75 6.72 0.45
H -1.48 -3.66 -2.13 0.32
H -2.57 -4.47 2.75 0.14
H 0.80 -2.43 7.44 0.40
H -5.68 4.98 2.90 0.37
H 1.59 0.59 -9.18 0.39
H -2.28 -5.23 -8.41 0.27
H -4.44 3.52 -2.34 -0.27
H 0.41 -0.41 -7.27 0.33
H -4.55 -3.35 6.10 0.08
H -2.52 -0.48 6.62 0.11
H -1.91 -3.53 -8.00 0.28
H -0.18 1.25 -7.23 0.13
H 2.66 2.10 6.22 0.36
H 4.67 2.05 -6.13 0.23
H 5.03 -2.22 4.40 0.33
H 6.71 3.45 5.35 0.33
H -1.34 5.04 0.76 0.20
H -4.61 5.93 1.88 0.35
H 6.29 2.08 -8.15 0.29
H -1.64 -2.02 9.86 0.30
H 0.96 1.35 -4.84 -0.09
H 4.12 0.35 -6.15 0.33
H 4.65 -5.32 -2.10 0.30
H -0.53 -2.78 6.30 0.33
H 4.67 1.90 -0.13 0.39
H 1.44 -0.73 -3.77 -0.50
H 1.85 -6.97 -3.42 0.30
H 2.21 -3.60 -4.59 -0.35
H 2.70 -2.12 -2.70 0.13
H -6.11 -4.68 4.67 0.20
H 4.26 2.28 -3.33 0.57
H -0.15 3.84 -4.90 0.02
H -5.87 1.06 0.99 0.24
H -3.89 4.14 -0.55 -0.40
H -1.14 -4.85 3.72 0.33
H -0.14 -4.08 -5.62 0.09
H -0.83 5.34 -5.59 0.55
H 2.11 4.98 1.13 0.54
H 2.33 -4.83 -2.48 0.04
H -1.13 4.37 5.25 0.29
H 0.88 -1.71 -5.08 0.34
H 4.74 0.62 5.89 -1.01
H -5.45 4.45 1.23 0.18
H -3.90 -0.82 2.06 -0.81
H 4.51 0.71 -2.46 0.01
H 7.31 1.42 -4.78 0.31
H 4.88 -0.98 6.52 0.53
H -5.80 3.13 -7.04 0.31
H 2.59 -0.74 7.49 -0.05
H -0.86 3.20 2.88 -0.40
H 1.75 4.52 -1.49 0.44
H 1.67 0.70 5.58 -0.46
H 5.58 2.30 5.89 0.21
H -4.57 -7.43 3.68 0.36
H -1.47 -6.91 2.22 0.28
H 6.64 0.37 -8.59 0.30
H 4.58 0.63 1.09 0.31
H -1.85 2.76 -6.69 -0.39
H 1.28 5.81 3.69 0.37
H 4.73 -6.31 -3.59 0.34
H -1.14 2.65 5.78 0.26
H 4.42 -1.64 -2.57 0.15
H -2.99 2.73 -1.49 -1.16
H -1.48 -6.50 -4.35 0.35
H 4.08 1.68 7.92 0.27
H -3.10 -0.83 8.24 0.43
H 6.24 3.84 1.24 0.31
H 6.44 2.62 -4.19 0.26
H -2.45 5.23 3.42 0.29
H -6.73 -6.29 5.00 0.33
H 4.99 0.94 -8.45 0.14
H -2.69 -4.40 -4.04 0.37
H 5.11 4.01 6.06 0.24
H 3.35 0.86 -3.73 0.15
H -3.34 2.45 4.22 0.30
H -4.80 -5.74 3.19 0.31
H -4.74 2.49 -0.78 -0.34
H -3.09 0.63 -2.42 -0.16
H -3.97 -1.92 5.23 0.09
H -0.97 5.03 -3.84 0.29
H 3.71 -2.80 5.39 0.38
H 6.10 1.49 0.72 0.63
H -1.58 -3.02 -5.80 0.41
H 0.67 3.12 0.24 -1.89
H -2.60 -4.32 4.52 0.01
```

Its total energy is -5515.30515 hartree. Its spin multiplicity is 1. The molar mass comes out at 1571.8 g mol⁻¹. For the orbital gap, the calculation gives 8.443 eV.